80
Properties=species:S:1:pos:R:3:forces:R:3:mulliken_charge:R:1 method="wB97M-V/def2-TZVPD" e_lumo_ha=-0.2388 max_force_ev_per_a=1.0 energy_ev=-160720.8078 gap_ev=7.72 relative_energy_kcal_mol=34.3 spin_multiplicity=1 total_charge=+2 e_homo_ev=-14.22
Ir -0.088 -0.270 -1.087 -0.1 0.7 0.4 3.05
F -3.158 -3.693 4.085 0.0 0.0 0.0 -0.26
C -2.982 -2.961 3.008 0.0 0.0 0.0 0.61
C -4.012 -2.177 2.519 0.0 0.0 0.0 0.24
F -5.178 -2.169 3.131 0.0 0.0 0.0 -0.26
C -3.815 -1.402 1.382 0.0 0.0 0.0 0.10
F -4.849 -0.698 0.931 0.0 0.0 0.0 -0.37
C -2.595 -1.363 0.724 0.2 -0.1 0.1 0.18
P -2.333 -0.403 -0.815 0.0 0.0 0.0 0.27
C -3.144 -1.401 -2.071 -0.1 0.0 0.1 1.00
C -2.449 -2.425 -2.717 0.0 0.0 0.0 -0.26
C -3.113 -3.258 -3.599 0.0 0.0 0.0 -0.86
C -4.470 -3.078 -3.837 0.0 0.0 0.0 -0.62
C -5.167 -2.069 -3.190 0.0 0.0 0.0 -0.88
C -4.509 -1.231 -2.302 0.0 0.0 0.0 -0.50
C -3.144 1.183 -0.675 0.0 0.0 0.1 0.97
C -3.551 1.822 -1.847 0.0 0.0 -0.1 -0.39
C -4.108 3.090 -1.779 0.0 0.0 0.0 -1.00
C -4.260 3.717 -0.551 0.0 0.0 0.0 -0.61
C -3.855 3.080 0.616 0.0 0.0 0.0 -0.93
C -3.294 1.817 0.557 0.0 0.0 0.0 -0.72
C -1.593 -2.201 1.222 -0.1 0.3 -0.2 0.09
Br 0.076 -2.341 0.307 -0.4 0.0 -0.3 -0.15
C -1.761 -2.980 2.343 0.0 0.0 0.0 0.55
F -0.776 -3.748 2.790 0.0 0.0 0.0 -0.36
H -1.390 -2.570 -2.552 0.0 0.0 0.0 0.24
H -2.573 -4.046 -4.106 0.0 0.0 0.0 0.46
H -4.986 -3.730 -4.529 0.0 0.0 0.0 0.43
H -6.224 -1.932 -3.374 0.0 0.0 0.0 0.47
H -5.062 -0.451 -1.793 0.0 0.0 0.0 0.45
H -3.450 1.329 -2.807 0.0 0.0 0.0 0.62
H -4.438 3.580 -2.685 0.0 0.0 0.0 0.50
H -4.708 4.700 -0.499 0.0 0.0 0.0 0.46
H -3.987 3.566 1.574 0.0 0.0 0.0 0.49
H -2.984 1.325 1.471 0.0 0.0 0.0 0.43
O 2.074 -0.691 -1.196 0.0 0.1 0.2 -0.67
S 3.334 -0.208 -1.929 -0.1 0.0 -0.2 -0.16
C 3.636 1.500 -1.419 0.0 0.0 0.0 -0.72
C 4.007 1.739 0.034 0.0 0.0 0.0 -1.19
C 2.880 1.388 1.005 0.0 -0.1 0.1 0.21
C 1.780 2.435 0.961 0.0 0.0 0.0 -0.82
S 0.194 1.927 1.635 0.0 0.1 0.0 0.04
O -0.370 0.813 0.737 0.5 -0.5 0.3 -0.75
C 0.686 1.184 3.168 0.0 -0.1 0.0 0.61
C 0.959 -0.171 3.277 0.0 0.0 0.0 0.31
C 1.325 -0.679 4.513 0.0 0.0 0.0 -0.96
C 1.418 0.164 5.614 0.0 0.0 0.0 -0.55
C 1.137 1.517 5.491 0.0 0.0 0.0 -0.71
C 0.752 2.036 4.263 0.0 0.0 0.0 -0.62
C 4.660 -1.045 -1.103 0.1 0.0 -0.1 0.67
C 4.455 -1.734 0.081 0.0 0.0 0.0 0.01
C 5.539 -2.359 0.680 0.0 0.0 0.0 -0.75
C 6.798 -2.284 0.100 0.0 0.0 0.0 -0.52
C 6.984 -1.594 -1.092 0.0 0.0 0.0 -0.66
C 5.908 -0.976 -1.709 0.0 0.0 0.0 -0.47
H 2.713 2.005 -1.712 0.0 0.0 0.0 0.41
H 4.414 1.842 -2.106 0.0 0.0 0.0 0.62
H 4.272 2.796 0.126 0.0 0.0 0.1 0.49
H 4.906 1.178 0.294 0.0 0.0 0.0 0.39
H 3.270 1.298 2.019 0.0 0.1 0.0 0.50
H 2.466 0.413 0.743 0.0 0.0 0.0 -0.25
H 1.524 2.749 -0.054 0.0 0.0 0.0 0.35
H 2.041 3.335 1.523 0.0 0.0 0.0 0.67
H 0.884 -0.812 2.410 0.0 0.0 0.0 0.20
H 1.541 -1.734 4.622 0.0 0.0 0.0 0.50
H 1.703 -0.239 6.577 0.0 0.0 0.0 0.43
H 1.197 2.167 6.353 0.0 0.0 0.0 0.43
H 0.503 3.086 4.168 0.0 0.0 0.0 0.49
H 3.468 -1.785 0.520 0.0 0.0 0.0 0.25
H 5.401 -2.909 1.601 0.0 0.0 0.0 0.44
H 7.638 -2.774 0.571 0.0 0.0 0.0 0.41
H 7.963 -1.551 -1.549 0.0 0.0 0.0 0.43
H 6.043 -0.461 -2.653 0.0 0.0 0.0 0.42
C -0.343 2.113 -4.296 0.0 0.1 0.0 -1.35
C -0.302 1.180 -3.149 0.0 -0.3 -0.1 0.65
O 0.340 1.452 -2.069 -0.7 0.3 0.2 -0.85
O -0.868 0.054 -3.150 0.7 -0.6 -0.3 -0.52
H -0.513 3.130 -3.947 0.0 0.0 0.0 0.36
H -1.114 1.807 -4.998 0.0 0.0 0.0 0.39
H 0.625 2.084 -4.800 0.0 0.0 0.0 0.38